(1)
177
Properties=species:S:1:pos:R:3 method="wB97M-V/def2-TZVPD" spin_multiplicity=1 e_homo_ev=-7.88 max_force_ev_per_a=1.7 energy_ha=-3930.08687
C -3.65185 -2.68672 -0.40635
C -2.42470 -3.06073 -1.17187
O -1.74713 -2.22836 -1.73199
O -2.05378 -4.39601 -1.22059
C -0.85666 -4.59681 -0.48061
C -0.25817 -5.98425 -0.67125
C 0.98085 -6.21585 0.24679
C 1.41251 -4.92639 0.90820
C 2.64222 -4.99926 1.83831
C 2.86390 -3.52859 2.23744
N 1.77634 -3.16365 3.19857
C 0.75949 -2.18758 2.66861
C 1.22393 -0.74827 2.58658
C 1.99076 -0.41637 1.31340
O 1.12671 -0.75164 0.23264
C 1.34358 -0.05737 -0.89941
C 1.07511 -0.81772 -2.17688
O 1.68165 1.10081 -0.92112
C -0.40665 -2.30468 3.65536
C -1.69876 -1.67588 3.10400
O -1.69454 -1.34607 1.88892
O -2.61414 -1.55661 3.91502
O 0.04279 -1.72440 4.87508
C 1.03848 -2.49894 5.46618
C 2.25971 -2.76726 4.55777
P 3.30016 -4.07948 5.33557
S 2.37644 -5.76833 5.60441
H -4.07928 -1.83305 -0.91790
H -4.37675 -3.49849 -0.38830
H -3.39069 -2.38099 0.60566
H -0.14502 -3.82263 -0.75818
H -1.09720 -4.44585 0.57645
H 0.02213 -6.06105 -1.72035
H -1.03459 -6.72261 -0.49013
H 0.74518 -6.99723 0.95584
H 1.77813 -6.59085 -0.38869
H 1.63308 -4.14681 0.18592
H 0.59033 -4.63584 1.56086
H 3.48213 -5.39241 1.27175
H 2.46673 -5.63238 2.70643
H 2.77751 -2.98101 1.31322
H 3.85649 -3.39733 2.64817
H 1.25150 -4.03089 3.36176
H 0.41537 -2.53784 1.70397
H 0.31472 -0.15712 2.51429
H 1.74207 -0.37933 3.46572
H 2.95109 -0.92793 1.25380
H 2.22155 0.64432 1.37407
H 0.49159 -1.71082 -1.96048
H 1.99810 -1.08349 -2.67709
H 0.43913 -0.18590 -2.78422
H -0.61947 -3.37464 3.82431
H 1.40424 -1.92471 6.31665
H 0.63552 -3.43013 5.87063
H 2.89364 -1.89421 4.40960
H 4.50253 -4.22112 4.61235
H 3.68983 -3.53458 6.57632
C 1.06441 3.92946 3.26054
C 1.14994 2.80276 4.27885
C 0.90188 3.30920 5.68981
O 2.44139 2.18141 4.20615
H 1.82181 4.69348 3.46313
H 1.24979 3.55016 2.25391
H 0.08222 4.40262 3.27795
H 0.41916 2.03086 4.03383
H 1.65469 4.05235 5.96918
H 0.97249 2.49127 6.40826
H -0.08444 3.76492 5.77738
H 3.10270 2.84685 4.42129
C -2.59772 1.06392 -1.57971
C -2.54520 2.58489 -1.63275
C -1.97283 3.08123 -2.95301
O -1.75317 3.08120 -0.55585
H -1.59327 0.64116 -1.67102
H -2.99982 0.72378 -0.62492
H -3.21728 0.65969 -2.38262
H -3.54924 2.98989 -1.49271
H -0.94761 2.71946 -3.08671
H -1.93373 4.17274 -2.96443
H -2.57402 2.74003 -3.79920
H -0.86117 2.73215 -0.66579
C 6.48237 0.53348 1.38483
C 5.72854 0.02617 2.60244
C 6.59052 0.07995 3.85336
O 5.28975 -1.32105 2.37336
H 7.36392 -0.08504 1.19244
H 5.85255 0.48279 0.49604
H 6.80623 1.56511 1.52281
H 4.82846 0.62500 2.75201
H 7.47563 -0.55241 3.73875
H 6.03732 -0.29290 4.71708
H 6.91763 1.09825 4.06380
H 6.07100 -1.86828 2.23793
C 1.20062 4.79437 -0.66741
C 1.80795 6.16448 -0.42786
C 0.94344 7.26412 -1.02730
O 3.12061 6.22645 -0.99117
H 1.12025 4.58700 -1.73875
H 1.83139 4.01416 -0.23827
H 0.20649 4.72021 -0.22434
H 1.92108 6.33018 0.64534
H 0.85962 7.13547 -2.11108
H 1.39197 8.24357 -0.85275
H -0.05968 7.25698 -0.59696
H 3.04190 6.08423 -1.93968
C -3.52943 8.13568 -4.17086
C -3.37777 6.91325 -3.27869
C -3.52901 7.27189 -1.80840
O -2.10204 6.30979 -3.49765
H -2.75869 8.87823 -3.94386
H -3.41099 7.85991 -5.21725
H -4.50755 8.60144 -4.04183
H -4.12644 6.16583 -3.55075
H -2.75645 7.98519 -1.50721
H -3.41046 6.38524 -1.18362
H -4.50620 7.71302 -1.60666
H -1.42647 6.95359 -3.26013
C 1.18042 -11.31392 -1.25655
C 1.96401 -10.05745 -0.91053
C 3.36685 -10.39516 -0.42872
O 1.27207 -9.31576 0.09542
H 1.07146 -11.95321 -0.37619
H 0.17619 -11.05693 -1.59427
H 1.67617 -11.88671 -2.04142
H 2.02359 -9.41058 -1.78702
H 3.32530 -11.00596 0.47721
H 3.91490 -9.48557 -0.17902
H 3.92638 -10.94129 -1.18932
H 1.20816 -9.87145 0.87929
C -4.48945 4.83893 -8.48858
C -3.85397 6.17786 -8.14614
C -2.39255 6.01276 -7.75513
O -4.57166 6.79656 -7.07869
H -4.46166 4.16882 -7.62493
H -5.53726 4.97152 -8.76000
H -3.97258 4.35550 -9.31900
H -3.93101 6.84900 -9.00244
H -2.30018 5.37964 -6.86816
H -1.95177 6.97907 -7.50685
H -1.81448 5.56343 -8.56429
H -4.51414 6.21599 -6.31235
C 4.78429 7.67575 1.91974
C 3.70422 8.15142 2.87812
C 4.08613 9.46707 3.53921
O 3.47339 7.15746 3.88017
H 5.72381 7.50255 2.45369
H 4.49578 6.73050 1.45920
H 4.96355 8.40533 1.12929
H 2.76441 8.27359 2.33781
H 5.00315 9.35111 4.12376
H 3.30433 9.79082 4.22717
H 4.24473 10.25132 2.79767
H 4.29515 7.03915 4.36681
C -2.94458 -4.11868 -6.27074
C -3.94721 -3.39043 -5.38769
C -3.35747 -2.10708 -4.82560
O -4.35691 -4.24286 -4.31837
H -2.05776 -4.39659 -5.69432
H -3.37766 -5.04059 -6.66106
H -2.63131 -3.49710 -7.11143
H -4.84393 -3.16164 -5.96541
H -2.48548 -2.32778 -4.20530
H -4.08263 -1.59907 -4.18869
H -3.05467 -1.42450 -5.62221
H -3.57614 -4.45644 -3.79471
C -4.89882 -4.45304 3.09711
C -6.13250 -4.62119 2.22199
C -7.00220 -5.77152 2.70660
O -5.73936 -4.85039 0.86727
H -4.28294 -5.35780 3.06757
H -4.28045 -3.62957 2.73846
H -5.17159 -4.25289 4.13378
H -6.71145 -3.69734 2.22537
H -6.44938 -6.71447 2.66592
H -7.87885 -5.88429 2.06753
H -7.33678 -5.60972 3.73238
H -5.22452 -5.66363 0.84209

---

(2)
215
Properties=species:S:1:pos:R:3 method="wB97M-V/def2-TZVPD" spin_multiplicity=1 charge=+2 e_homo_ev=-9.89 max_force_ev_per_a=4.7 energy_ha=-7911.20939
C 5.37613 -0.62420 -2.31725
O 5.86424 -0.35565 -0.97720
C 7.11621 0.27026 -0.92961
C 7.06670 1.76823 -1.30527
N 6.39399 2.70285 -0.32088
H 6.44254 3.65604 -0.65132
H 5.39642 2.57416 -0.22930
C 7.04109 2.51132 1.08755
C 6.32953 3.33934 2.19439
O 4.97140 3.22221 1.99202
C 4.20416 3.73156 3.07656
H 6.06720 -1.39275 -2.66344
H 5.53691 0.22507 -2.98133
H 4.36128 -1.02171 -2.33019
H 7.80466 -0.25276 -1.59337
H 7.63168 0.09707 0.01507
H 6.62886 1.96543 -2.28378
H 8.05318 2.22820 -1.24699
H 8.03224 2.95759 1.00667
H 7.06188 1.50608 1.50847
H 6.60009 4.39065 2.29260
H 6.62448 2.93377 3.16218
H 3.15137 3.45785 3.00722
H 4.51768 4.70970 3.44131
H 4.30764 3.08004 3.94428
C -4.47812 -2.41242 0.55217
O -5.83691 -2.13707 0.76691
C -6.39103 -1.23355 -0.19350
C -7.42664 -0.35717 0.49580
N -8.14103 -1.27927 1.45843
H -8.89486 -1.75654 0.98509
H -7.48053 -1.98900 1.74150
C -8.65182 -0.49494 2.68416
C -9.14746 -1.44973 3.82497
O -7.91227 -2.17657 4.07192
C -8.07752 -3.36988 4.80327
H -3.80456 -1.65004 0.16078
H -4.46735 -3.28328 -0.10327
H -4.12485 -2.73416 1.53185
H -6.87786 -1.72739 -1.03445
H -5.64374 -0.57656 -0.63850
H -8.12733 0.01729 -0.25047
H -7.01874 0.52295 0.99288
H -9.41405 0.10539 2.18748
H -7.99595 0.24981 3.13505
H -9.99975 -2.04558 3.49837
H -9.45849 -0.99165 4.76386
H -7.18078 -3.98844 4.83967
H -8.74641 -3.96916 4.18558
H -8.49152 -3.12526 5.78146
C -0.35080 -2.76716 2.16965
O 0.46177 -1.83751 1.54016
C 1.68250 -2.30150 1.08104
C 2.45163 -1.17392 0.37226
N 2.51213 0.11400 1.13511
H 3.06490 0.62598 0.46248
H 1.63499 0.61180 1.08116
C 3.07544 0.08713 2.58055
C 4.48306 -0.47840 2.62871
O 4.46858 -1.83504 2.27174
C 5.73250 -2.46338 1.99806
H -1.36521 -2.37713 2.25306
H -0.14593 -2.80341 3.23961
H -0.38305 -3.76544 1.73319
H 1.49710 -3.12459 0.39094
H 2.16927 -2.74113 1.95160
H 1.95963 -0.88059 -0.55511
H 3.46231 -1.32467 -0.00708
H 2.32358 -0.41346 3.19063
H 3.03809 1.14234 2.85119
H 5.04886 -0.34101 3.55017
H 5.19898 -0.03145 1.93892
H 5.55439 -3.35633 1.39887
H 6.34376 -2.74576 2.85523
H 6.35429 -1.79612 1.40121
C 5.82057 0.90653 -7.30898
O 4.53972 1.27450 -6.77803
C 4.15599 0.62362 -5.53503
C 2.59414 0.37442 -5.38038
N 1.66443 1.60816 -5.45050
H 0.68041 1.40297 -5.54908
H 1.69388 2.11254 -4.57596
C 2.09161 2.78612 -6.36724
C 1.04090 3.93626 -6.30687
O 0.93921 4.41868 -4.91219
C -0.19552 5.20105 -4.80366
H 6.64113 0.96319 -6.59376
H 6.12622 1.45247 -8.20152
H 5.69880 -0.14374 -7.57394
H 4.45801 1.29737 -4.73320
H 4.70465 -0.29517 -5.32792
H 2.24535 -0.18099 -4.50976
H 2.26794 -0.26284 -6.20231
H 2.27210 2.30985 -7.33092
H 2.92815 3.25876 -5.85254
H 0.10436 3.47329 -6.61777
H 1.18085 4.76049 -7.00627
H -1.04274 4.57088 -5.07427
H -0.07412 6.03828 -5.49098
H -0.18584 5.52721 -3.76365
C -10.65364 -10.53611 3.47943
O -9.50288 -9.97088 2.78663
C -8.29441 -10.77070 2.71358
C -7.26195 -10.12887 1.70709
N -7.01414 -8.59780 2.04540
H -7.87815 -8.08618 2.15411
H -6.59097 -8.43485 2.94787
C -6.00012 -8.00044 1.09938
C -5.48383 -6.62701 1.56970
O -4.82410 -6.83236 2.83942
C -4.21022 -5.67144 3.45126
H -11.44248 -9.78390 3.48371
H -10.46323 -10.71103 4.53832
H -11.07252 -11.42370 3.00530
H -8.56055 -11.76483 2.35444
H -7.72323 -10.84965 3.63857
H -7.51984 -10.10696 0.64827
H -6.27226 -10.57893 1.78498
H -6.74725 -7.83690 0.32275
H -5.16213 -8.65685 0.86485
H -6.34248 -5.95671 1.53094
H -4.84556 -6.24002 0.77536
H -4.93064 -4.85794 3.53677
H -3.39217 -5.34723 2.80801
H -3.98120 -5.86892 4.49847
C -4.81112 -2.24829 -3.63822
O -3.63878 -1.94014 -2.83128
C -2.45057 -1.87992 -3.46845
C -1.39485 -1.08124 -2.72543
N -2.14529 0.18746 -2.21150
H -2.52035 0.67870 -3.01032
H -2.91720 -0.20223 -1.68959
C -1.31900 1.26277 -1.44087
C -2.19750 2.28915 -0.77268
O -3.42296 1.64809 -0.32478
C -4.02473 2.30895 0.76539
H -4.99568 -1.51941 -4.42738
H -5.58413 -2.29200 -2.87100
H -4.75622 -3.22831 -4.11217
H -2.63399 -1.34938 -4.40278
H -2.14770 -2.90283 -3.69210
H -0.68070 -0.68798 -3.44893
H -0.98323 -1.60385 -1.86198
H -0.60662 1.74619 -2.10937
H -0.83974 0.66928 -0.66230
H -2.52252 3.08526 -1.44251
H -1.69411 2.78725 0.05593
H -4.66652 3.12333 0.42924
H -3.33737 2.62249 1.55109
H -4.72765 1.65613 1.28292
C 1.76773 10.16652 -2.36013
O 2.42940 9.82586 -1.06012
C 2.29000 10.87653 -0.07971
C 2.87731 10.41195 1.19624
N 2.23151 9.01881 1.52115
H 1.25791 9.19461 1.72439
H 2.30886 8.46649 0.67908
C 2.79291 8.22440 2.75301
C 2.25170 6.84650 2.72531
O 0.86109 6.83500 2.42057
C 0.36948 5.49539 2.35431
H 1.74292 9.28992 -3.00747
H 2.14710 11.03580 -2.89729
H 0.72340 10.37119 -2.12439
H 1.22628 11.07564 0.05054
H 2.95360 11.64871 -0.46886
H 2.67536 11.08459 2.02983
H 3.94444 10.22376 1.07819
H 2.56335 8.73475 3.68839
H 3.87217 8.28914 2.61483
H 2.47684 6.29416 3.63763
H 2.71352 6.15884 2.01684
H 0.55467 4.93016 3.26772
H 0.79063 4.99523 1.48220
H -0.70663 5.65717 2.29182
C 3.00409 -4.28418 -2.39426
F 3.45220 -3.59938 -1.36236
F 3.93980 -4.95161 -2.97864
F 2.07545 -5.19810 -1.92037
S 2.14859 -3.04848 -3.63778
O 1.38725 -3.90855 -4.53813
O 1.35798 -2.07979 -2.88712
O 3.32195 -2.43424 -4.23117
C -0.89249 0.51899 4.21809
F -0.96872 1.01061 5.42896
F -0.05357 -0.47874 4.26699
F -2.05136 0.09530 3.78388
S -0.18257 1.85435 2.99132
O 1.08330 2.30764 3.58060
O 0.00481 1.16547 1.70868
O -1.19985 2.91377 2.91863
C 2.21701 3.81369 -1.02473
F 3.06015 4.67805 -0.53168
F 1.40907 3.34408 -0.14965
F 1.45719 4.49491 -1.90832
S 3.16940 2.39318 -1.92058
O 2.21009 1.81248 -2.88758
O 4.35210 3.06803 -2.48764
O 3.48076 1.45242 -0.82875
C 9.58614 0.27050 3.04225
F 10.26071 -0.76888 3.58355
F 9.56605 0.15387 1.75929
F 8.35563 0.31130 3.49446
S 10.40247 2.00532 3.54425
O 11.75828 2.03776 2.94233
O 9.47102 3.02301 2.97305
O 10.50123 1.92386 5.00191
C -1.94025 -5.41750 -0.88282
F -0.79434 -5.86292 -1.19773
F -2.20882 -6.01304 0.29765
F -1.93825 -4.07626 -0.86165
S -3.34911 -6.00160 -2.15053
O -3.55765 -7.46207 -1.86809
O -4.48261 -5.15970 -1.85346
O -2.75517 -5.80922 -3.49848